# C4H8N2O

A cluster of 2 separate species, C4H8N2O in total at a distorted geometry (the ωB97M-V functional and the def2-TZVPD basis, OMol25).

## Properties
Multiplicity: 1
Electronic energy in eV: -9305.0959
HOMO energy in eV: -8.8
HOMO-LUMO gap in eV: 9.6
SMILES: Cc1c[nH]cn1.O
Net charge: 0
E_LUMO in Eh: 0.030

```
15
Properties=species:S:1:pos:R:3:forces:R:3
C -2.3895 -0.2863 0.8717 -0.1 0.3 -0.4
C -0.9688 -0.7513 0.7766 -1.1 -1.1 -0.1
C -0.5465 -1.9490 1.2786 0.9 0.3 -0.2
N 0.7118 -2.1545 0.7225 -0.7 0.1 1.3
C 0.9819 -1.0527 -0.0303 -0.1 -1.0 -0.7
N -0.0358 -0.2325 -0.0814 0.4 0.2 0.0
H -2.8037 -0.1344 -0.1283 0.3 0.4 0.0
H -2.4900 0.6305 1.4507 -0.1 0.0 -0.1
H -3.0540 -1.0516 1.2693 0.3 -0.1 0.5
H -0.9923 -2.6401 1.9718 0.0 0.0 0.0
H 1.3814 -2.7642 1.1678 0.1 0.0 -0.5
H 1.7980 -1.1799 -0.7292 0.2 0.9 0.1
O 2.7142 4.9293 -2.9408 0.3 -1.1 0.3
H 3.0900 4.2148 -3.4773 0.0 0.5 -0.4
H 2.6031 4.4217 -2.1217 -0.2 0.6 0.1
```
Positions in Å, forces in eV/Å.

These are the Mulliken partial charges, in e, on atoms 1 to 8: number 1, C, carries -1.022; number 2, C, carries 0.557; number 3, C, carries -0.420; number 4, N, carries -0.110; number 5, C, carries -0.197; number 6, N, carries -0.588; number 7, H, carries 0.281; number 8, H, carries 0.250